[1]
The following is a DFT calculation (ωB97M-V/def2-TZVPD) of one molecule with the formula C7H12 at a distorted geometry.

Output
- charge = 0
- SMILES = C=CC(=C)CCC
- HOMO level (eV) = -8.8
- calculated total energy (eV) = -7452.11792
- gap between HOMO and LUMO (eV) = 9.75
- molar mass (g mol⁻¹) = 96.17
- energy above the lowest of the compared OMol25 structures with the same formula, charge and spin (kJ/mol) = 126.7
- LUMO energy (eV) = 1.0

Geometry (Å):
1 C -1.433 -1.537 0.990
2 C 1.303 1.918 0.727
3 C 0.100 -1.546 0.959
4 C 0.641 -0.899 -0.336
5 C 0.238 1.638 -0.021
6 C 0.032 0.405 -0.789
7 C -0.723 0.421 -1.886
8 H -1.790 -0.560 0.649
9 H -0.484 2.433 -0.189
10 H 0.588 -1.080 1.813
11 H 1.728 -0.776 -0.288
12 H 1.415 2.895 1.185
13 H -1.179 -0.462 -2.316
14 H 0.471 -1.608 -1.147
15 H -0.995 1.361 -2.359
16 H 0.351 -2.598 0.800
17 H -1.824 -1.769 1.979
18 H -1.862 -2.225 0.262
19 H 2.024 1.172 1.050



[2]
The following is a DFT calculation (ωB97M-V/def2-TZVPD) of C27H49CaN7O2Si3 as an isolated structure at a distorted geometry.

Output
- charge = 0
- HOMO level (eV) = -7.2
- calculated total energy (eV) = -85400.98786
- gap between HOMO and LUMO (eV) = 6.99
- molar mass (g mol⁻¹) = 628.07
- energy above the lowest of the compared OMol25 structures with the same formula, charge and spin (kJ/mol) = 17.6
- LUMO energy (eV) = -0.2

Geometry (Å):
1 Ca -0.004 -0.062 0.494
2 Si -0.074 -0.250 -3.442
3 Si -0.219 -2.530 -1.415
4 Si -2.555 -0.563 -1.749
5 O -0.015 -2.447 0.309
6 O -1.335 0.502 1.980
7 N 0.358 4.442 -0.037
8 N 1.927 5.694 -1.131
9 N 1.703 0.468 2.815
10 N -1.128 3.070 1.056
11 N 2.410 3.481 -0.783
12 N 2.468 -0.033 -0.025
13 N 0.767 2.102 0.212
14 C -3.561 0.673 2.858
15 C -0.741 -0.872 -1.848
16 C -0.900 1.345 -4.007
17 C 2.118 1.852 4.720
18 C -2.071 -1.254 3.440
19 C 1.444 -3.118 -2.052
20 C -0.250 -1.478 -4.860
21 C 3.307 -1.066 -0.075
22 C -2.928 1.270 -1.460
23 C -2.115 0.242 3.115
24 C 4.189 1.353 -0.933
25 C 4.605 -0.964 -0.543
26 C 1.964 -0.597 3.574
27 C 5.049 0.271 -0.985
28 C -3.365 -1.468 -0.308
29 C 0.093 -3.613 1.108
30 C -3.541 -1.104 -3.255
31 C 2.297 -0.517 4.916
32 C -1.561 1.022 4.309
33 C 1.745 0.246 -3.451
34 C 1.959 2.325 -0.346
35 C 2.909 1.159 -0.444
36 C 1.777 1.666 3.390
37 C 2.377 0.738 5.499
38 C 0.015 3.225 0.400
39 C -1.335 -3.994 -1.737
40 C 1.536 4.502 -0.640
41 H -3.478 1.705 -2.300
42 H -3.205 -0.628 -4.178
43 H -0.836 -4.937 -1.493
44 H -0.859 -4.147 1.146
45 H -4.351 -1.037 -0.106
46 H 1.338 -3.562 -3.045
47 H -1.575 -4.012 -2.805
48 H 2.184 -2.322 -2.121
49 H 2.165 2.851 5.133
50 H -1.288 -1.800 -4.981
51 H 0.361 -3.322 2.125
52 H -2.539 -1.842 2.648
53 H 0.353 -2.374 -4.676
54 H -2.772 -1.376 0.606
55 H -2.274 -3.955 -1.186
56 H -0.745 2.147 -3.278
57 H -1.367 2.138 1.442
58 H -3.941 0.196 1.953
59 H -3.509 -2.529 -0.516
60 H -3.532 1.402 -0.557
61 H -0.442 1.660 -4.950
62 H 0.859 -4.292 0.724
63 H -1.706 3.885 1.161
64 H 2.637 0.844 6.544
65 H 0.087 -1.047 -5.809
66 H 1.904 -1.565 3.084
67 H 6.055 0.389 -1.368
68 H -3.611 1.757 2.719
69 H 1.844 -3.899 -1.395
70 H 2.754 5.731 -1.698
71 H -4.601 -0.865 -3.122
72 H 4.480 2.337 -1.267
73 H 2.428 -0.522 -3.081
74 H -2.210 0.918 5.184
75 H -1.028 -1.571 3.537
76 H -4.215 0.409 3.694
77 H 2.038 0.483 -4.481
78 H 2.487 -1.416 5.486
79 H 5.243 -1.837 -0.567
80 H -2.015 1.855 -1.334
81 H -1.483 2.084 4.062
82 H -3.455 -2.188 -3.391
83 H 2.913 -2.018 0.264
84 H 1.546 2.515 2.756
85 H -1.975 1.256 -4.173
86 H -2.582 -1.477 4.381
87 H 1.262 6.445 -1.154
88 H -0.565 0.659 4.576
89 H 1.899 1.153 -2.861



[3]
The following is a DFT calculation (ωB97M-V/def2-TZVPD) of C8H30AgO15P as an isolated structure at a distorted geometry.

Output
- charge = 0
- <S²> = 2.017
- 2S+1 = 3
- HOMO level (spin up / spin down) (eV) = -9.2 / -9.1
- calculated total energy (eV) = -52777.34048
- gap between HOMO and LUMO (spin up / spin down) (eV) = 6.42 / 3.45
- molar mass (g mol⁻¹) = 505.15
- LUMO energy (spin up / spin down) (eV) = -2.8 / -5.6

Geometry (Å):
1 Ag 1.092 -2.074 2.703
2 P 0.385 -0.684 0.474
3 O -2.731 -1.422 2.845
4 O 2.953 0.809 -1.779
5 O 0.229 -2.076 -2.849
6 O -0.845 -3.845 0.170
7 O -0.637 -1.271 -0.577
8 O 3.903 -1.546 -0.651
9 O 1.567 -1.669 0.647
10 O -0.901 0.644 4.063
11 O -0.223 -0.621 1.923
12 O 2.418 1.799 1.713
13 O -0.109 3.088 0.490
14 O -2.047 -0.460 -2.494
15 O 1.015 0.687 0.104
16 O 0.237 2.182 -2.104
17 O -3.107 -2.352 -0.294
18 C 1.454 2.484 -2.873
19 C 2.262 1.194 -2.953
20 C -2.608 -1.066 4.251
21 C -0.587 -1.653 -3.926
22 C -2.195 0.432 4.323
23 C 1.547 2.754 2.246
24 C 0.929 3.799 1.190
25 C -2.025 -1.489 -3.488
26 H -0.069 -1.680 -2.027
27 H 1.636 0.374 -3.305
28 H -3.579 -1.258 4.708
29 H 0.543 4.704 1.658
30 H -2.266 0.839 5.331
31 H -1.902 -1.670 4.821
32 H 0.710 2.269 2.750
33 H 3.682 -0.742 -1.121
34 H -2.261 -2.473 -3.081
35 H 0.615 1.634 -1.412
36 H 0.246 2.215 0.307
37 H -2.760 -1.368 -4.284
38 H -0.704 -2.941 -0.112
39 H -0.569 -2.405 -4.716
40 H -0.261 -3.957 0.920
41 H -1.497 -0.778 -1.774
42 H -2.338 -1.887 -0.621
43 H -0.081 -0.768 -4.312
44 H 1.990 3.377 3.023
45 H 1.661 4.003 0.408
46 H 3.110 -1.764 -0.162
47 H 3.005 1.456 -3.706
48 H -0.686 0.352 3.174
49 H 2.004 3.318 -2.438
50 H -1.866 -1.302 2.446
51 H -2.757 -2.988 0.330
52 H 2.314 0.682 -1.073
53 H 1.977 1.222 1.085
54 H -2.915 1.112 3.869
55 H 1.041 2.780 -3.837



[4]
The following is a DFT calculation (ωB97M-V/def2-TZVPD) of one molecule with the formula C5H9Cl at a distorted geometry.

Output
- charge = 0
- SMILES = C[C@H]1C(Cl)[C@@H]1C
- HOMO level (eV) = -9.6
- calculated total energy (eV) = -17852.17720
- gap between HOMO and LUMO (eV) = 10.66
- molar mass (g mol⁻¹) = 104.58
- energy above the lowest of the compared OMol25 structures with the same formula, charge and spin (kJ/mol) = 111.3
- LUMO energy (eV) = 1.1

Geometry (Å):
1 Cl -2.014 -0.412 -0.115
2 C 0.468 2.081 -0.125
3 C 0.943 -0.483 -0.423
4 C -0.340 -0.495 0.448
5 C 2.255 -1.126 -0.059
6 C 0.601 0.731 0.413
7 H -0.299 -1.008 1.379
8 H 3.051 -0.313 0.043
9 H -0.256 2.105 -0.960
10 H 0.027 2.743 0.666
11 H 1.433 2.394 -0.546
12 H 2.179 -1.765 0.814
13 H 2.646 -1.723 -0.876
14 H 1.098 0.678 1.410
15 H 0.799 -0.347 -1.489



[5]
The following is a DFT calculation (ωB97M-V/def2-TZVPD) of a 2-piece molecular cluster, C3H3NO overall at a distorted geometry.

Output
- charge = 0
- SMILES = C=C=O.C#N
- HOMO level (eV) = -9.3
- calculated total energy (eV) = -6695.23641
- gap between HOMO and LUMO (eV) = 10.22
- molar mass (g mol⁻¹) = 69.06
- energy above the lowest of the compared OMol25 structures with the same formula, charge and spin (kJ/mol) = 121.1
- LUMO energy (eV) = 0.9

Geometry (Å):
1 O 0.926 -0.659 -1.291
2 N -1.373 1.364 0.077
3 C 0.706 -0.729 -0.144
4 C -1.063 1.408 -1.033
5 C 0.550 -0.851 1.149
6 H -0.319 -0.504 1.692
7 H -0.750 1.419 -2.058
8 H 1.324 -1.447 1.607



[6]
The following is a DFT calculation (ωB97M-V/def2-TZVPD) of a 2-piece molecular cluster, C3H8O6 overall at a distorted geometry.

Output
- charge = 0
- SMILES = CC(O)(O)O.O=C(O)O
- HOMO level (eV) = -10.9
- calculated total energy (eV) = -15526.03643
- gap between HOMO and LUMO (eV) = 11.31
- molar mass (g mol⁻¹) = 140.09
- energy above the lowest of the compared OMol25 structures with the same formula, charge and spin (kJ/mol) = 20.5
- LUMO energy (eV) = 0.4

Geometry (Å):
1 O -0.805 1.797 -1.334
2 O 1.246 0.233 -0.315
3 O 1.458 -1.896 0.336
4 O -2.277 3.468 -1.458
5 O -0.271 3.904 -0.602
6 O 0.127 -1.550 -1.427
7 C 0.564 -0.999 -0.150
8 C -1.186 3.053 -1.108
9 C -0.573 -0.792 0.852
10 H -0.720 -1.193 -1.803
11 H -0.875 -1.752 1.150
12 H 1.576 -2.531 -0.368
13 H -0.779 4.703 -0.383
14 H -0.020 1.556 -0.939
15 H -1.337 -0.048 0.358
16 H -0.211 -0.366 1.796
17 H 1.699 0.331 -1.203



Please write out number 4 again, unchanged.
The following is a DFT calculation (ωB97M-V/def2-TZVPD) of one molecule with the formula C5H9Cl at a distorted geometry.

Output
- charge = 0
- SMILES = C[C@H]1C(Cl)[C@@H]1C
- HOMO level (eV) = -9.6
- calculated total energy (eV) = -17852.17720
- gap between HOMO and LUMO (eV) = 10.66
- molar mass (g mol⁻¹) = 104.58
- energy above the lowest of the compared OMol25 structures with the same formula, charge and spin (kJ/mol) = 111.3
- LUMO energy (eV) = 1.1

Geometry (Å):
1 Cl -2.014 -0.412 -0.115
2 C 0.468 2.081 -0.125
3 C 0.943 -0.483 -0.423
4 C -0.340 -0.495 0.448
5 C 2.255 -1.126 -0.059
6 C 0.601 0.731 0.413
7 H -0.299 -1.008 1.379
8 H 3.051 -0.313 0.043
9 H -0.256 2.105 -0.960
10 H 0.027 2.743 0.666
11 H 1.433 2.394 -0.546
12 H 2.179 -1.765 0.814
13 H 2.646 -1.723 -0.876
14 H 1.098 0.678 1.410
15 H 0.799 -0.347 -1.489



> Which value of charge does entry 1 give?

0